1.
Computed, not measured: C47H44AsGeN2O3SW as an isolated structure, with ωB97M-V/def2-TZVPD.

Its calculated total energy is -188551.0311 eV. The highest occupied orbital energy (spin up / spin down) comes out at -17.392 / -17.365 eV. Its frontier orbital gap (spin up / spin down) is 0.2167 / 0.1730 Eh. The lowest unoccupied orbital energy (spin up / spin down) is -11.50 / -12.66 eV. The calculation puts the relative energy (zero: lowest compared OMol25 entry of this formula, charge and spin) at 67.5 kcal/mol. The multiplicity is 4. As for the total charge: +4.

Last column: Mulliken charge in e.
Geometry (Å):
W (-0.049, -0.485, -0.270)  0.632
S (1.457, 4.088, 1.262)  -0.171
C (1.252, 2.535, 0.619)  -0.428
N (0.131, 1.908, 0.887)  0.516
C (-0.672, 2.717, 1.696)  -0.774
C (-1.926, 2.404, 2.221)  -0.161
C (-2.560, 3.319, 3.036)  -0.479
C (-1.981, 4.558, 3.329)  -0.788
C (-0.747, 4.894, 2.813)  -0.550
C (-0.102, 3.961, 2.005)  0.577
H (2.052, 2.097, 0.041)  0.389
H (-2.395, 1.460, 1.995)  0.362
H (-3.529, 3.077, 3.453)  0.480
H (-2.505, 5.256, 3.966)  0.455
H (-0.292, 5.851, 3.029)  0.471
O (1.756, -0.133, -0.117)  -0.454
As (2.601, -0.315, -1.676)  1.732
C (1.042, 0.099, -2.802)  0.181
C (0.651, -0.673, -3.876)  -1.097
C (-0.616, -0.509, -4.430)  -0.759
C (-1.517, 0.397, -3.863)  -0.897
C (-1.165, 1.147, -2.769)  -0.558
C (0.102, 1.000, -2.109)  -0.341
C (3.320, -2.111, -1.609)  0.665
C (3.925, -2.648, -2.742)  -0.887
C (4.441, -3.933, -2.673)  -0.831
C (4.382, -4.643, -1.481)  -0.603
C (3.809, -4.079, -0.347)  -0.757
C (3.259, -2.808, -0.407)  -0.330
C (4.043, 0.952, -1.920)  0.517
C (5.219, 0.790, -1.189)  -0.536
C (6.278, 1.643, -1.445)  -0.823
C (6.169, 2.616, -2.434)  -0.509
C (5.004, 2.743, -3.181)  -0.861
C (3.928, 1.907, -2.929)  -0.337
H (1.368, -1.346, -4.336)  0.479
H (-0.886, -1.032, -5.340)  0.896
H (-2.484, 0.545, -4.327)  0.562
H (-1.832, 1.923, -2.410)  0.638
H (0.554, 1.950, -1.818)  0.847
H (4.001, -2.067, -3.655)  0.475
H (4.902, -4.374, -3.546)  0.486
H (4.802, -5.639, -1.432)  0.469
H (3.806, -4.627, 0.586)  0.502
H (2.800, -2.358, 0.465)  0.597
H (5.299, 0.016, -0.434)  0.477
H (7.196, 1.544, -0.883)  0.451
H (7.007, 3.270, -2.638)  0.458
H (4.935, 3.484, -3.965)  0.446
H (3.018, 1.988, -3.515)  0.423
O (-1.490, -1.355, -1.236)  -0.402
C (-0.686, -2.275, -1.774)  0.761
O (0.428, -2.258, -1.059)  -0.320
C (-1.198, -3.598, -2.269)  -0.742
N (-2.141, -3.478, -3.437)  0.113
C (-2.800, -4.832, -3.573)  -0.647
C (-2.715, -5.465, -2.171)  -0.652
C (-2.038, -4.411, -1.277)  -0.582
H (-0.330, -4.179, -2.590)  0.459
H (-1.677, -3.197, -4.301)  0.358
H (-2.841, -2.765, -3.218)  0.423
H (-2.254, -5.417, -4.309)  0.322
H (-3.821, -4.712, -3.928)  0.423
H (-2.121, -6.376, -2.205)  0.347
H (-3.696, -5.732, -1.787)  0.393
H (-1.403, -4.865, -0.520)  0.262
H (-2.766, -3.758, -0.790)  0.341
C (-0.439, -3.408, 1.954)  -1.595
Ge (-0.559, -1.407, 1.976)  2.226
C (0.220, -0.859, 3.718)  0.110
C (-0.227, 0.272, 4.398)  0.253
C (0.282, 0.576, 5.652)  -0.861
C (1.279, -0.218, 6.205)  -0.573
C (1.733, -1.342, 5.529)  -0.750
C (1.224, -1.648, 4.275)  -0.261
C (-2.571, -1.167, 2.145)  0.774
C (-3.247, -0.455, 1.143)  -0.304
C (-4.631, -0.371, 1.091)  -1.581
C (-5.398, -0.993, 2.070)  -0.898
C (-4.780, -1.679, 3.120)  0.938
C (-5.542, -2.278, 4.156)  -0.825
C (-4.922, -2.918, 5.226)  -0.705
C (-3.537, -2.970, 5.290)  -1.208
C (-2.766, -2.409, 4.272)  -0.056
C (-3.359, -1.762, 3.162)  0.483
H (-0.297, -3.816, 2.954)  0.573
H (0.382, -3.758, 1.327)  0.426
H (-1.374, -3.818, 1.569)  0.367
H (-0.991, 0.907, 3.971)  0.270
H (-0.082, 1.445, 6.184)  0.501
H (1.722, 0.057, 7.152)  0.446
H (2.491, -1.974, 5.970)  0.444
H (1.584, -2.527, 3.752)  0.325
H (-2.683, 0.086, 0.382)  0.419
H (-5.112, 0.183, 0.295)  0.594
H (-6.479, -0.925, 2.034)  0.497
H (-6.623, -2.216, 4.118)  0.520
H (-5.514, -3.371, 6.010)  0.472
H (-3.056, -3.441, 6.137)  0.510
H (-1.684, -2.440, 4.324)  0.358



2.
Computed, not measured: C47H44I2OP2STl as an isolated structure, with ωB97M-V/def2-TZVPD.

Its calculated total energy is -101804.0779 eV. The highest occupied orbital energy comes out at -10.586 eV. Its frontier orbital gap is 0.3016 Eh. The lowest unoccupied orbital energy is -2.38 eV. The calculation puts the relative energy (zero: lowest compared OMol25 entry of this formula, charge and spin) at 5.3 kcal/mol. As for the total charge: +1.

Last column: Mulliken charge in e.
Geometry (Å):
Tl (0.973, 1.078, 1.012)  1.099
C (1.711, 0.921, 5.710)  -1.558
C (2.854, 1.325, 4.785)  0.983
C (2.699, 2.792, 4.380)  -1.338
C (2.982, 0.422, 3.568)  0.312
C (2.237, -0.745, 3.411)  0.063
C (2.444, -1.591, 2.323)  -0.223
C (3.373, -1.288, 1.329)  0.874
C (3.643, -2.240, 0.185)  -1.479
C (4.098, -0.104, 1.472)  -0.744
C (3.917, 0.721, 2.574)  -1.049
H (1.662, 1.605, 6.559)  0.472
H (1.839, -0.089, 6.106)  0.395
H (0.751, 0.968, 5.183)  0.188
H (3.791, 1.234, 5.344)  0.303
H (1.841, 2.916, 3.718)  0.200
H (3.579, 3.180, 3.865)  0.361
H (2.534, 3.414, 5.262)  0.452
H (1.508, -1.041, 4.157)  0.130
H (1.886, -2.524, 2.274)  0.464
H (3.786, -3.255, 0.565)  0.408
H (4.544, -1.954, -0.359)  0.420
H (2.815, -2.276, -0.530)  0.059
H (4.841, 0.165, 0.725)  0.294
H (4.534, 1.610, 2.662)  0.380
O (-2.472, 3.118, 0.837)  -0.615
S (-1.973, 1.966, 0.034)  0.603
C (-3.281, 0.717, 0.114)  0.061
C (-4.596, 1.143, -0.043)  -0.730
C (-5.632, 0.277, 0.247)  -0.880
C (-5.359, -1.000, 0.734)  -0.883
C (-4.052, -1.423, 0.892)  -0.291
C (-2.985, -0.581, 0.562)  0.162
P (-1.242, -1.153, 0.732)  1.620
C (-1.287, -1.764, 2.471)  0.852
C (-1.473, -0.776, 3.445)  -0.687
C (-1.502, -1.103, 4.791)  -0.613
C (-1.319, -2.424, 5.186)  -0.704
C (-1.129, -3.410, 4.229)  -0.618
C (-1.121, -3.085, 2.874)  -0.248
C (-1.154, -2.680, -0.269)  0.494
C (0.097, -3.310, -0.273)  -0.541
C (0.306, -4.481, -0.986)  -0.714
C (-0.737, -5.032, -1.725)  -0.736
C (-1.969, -4.397, -1.754)  -0.565
C (-2.180, -3.224, -1.035)  -0.744
C (-2.056, 2.482, -1.695)  0.286
C (-2.964, 3.481, -2.023)  -0.654
C (-3.020, 3.941, -3.328)  -0.866
C (-2.187, 3.394, -4.298)  -0.934
C (-1.276, 2.405, -3.961)  -0.517
C (-1.166, 1.961, -2.641)  -0.231
P (0.082, 0.712, -2.131)  1.489
C (-0.281, -0.576, -3.392)  0.168
C (0.702, -1.182, -4.170)  -0.661
C (0.361, -2.175, -5.082)  -0.635
C (-0.960, -2.571, -5.224)  -0.689
C (-1.946, -1.976, -4.446)  -0.749
C (-1.608, -0.991, -3.531)  -0.177
C (1.717, 1.340, -2.669)  0.632
C (2.799, 0.606, -2.167)  -0.726
C (4.105, 0.937, -2.502)  -0.578
C (4.350, 2.030, -3.324)  -0.790
C (3.286, 2.785, -3.801)  -0.533
C (1.976, 2.441, -3.482)  -0.504
H (-4.806, 2.158, -0.362)  0.360
H (-6.657, 0.602, 0.118)  0.429
H (-6.176, -1.662, 1.003)  0.438
H (-3.846, -2.411, 1.289)  0.552
H (-1.616, 0.258, 3.141)  0.414
H (-1.667, -0.333, 5.536)  0.458
H (-1.331, -2.681, 6.239)  0.394
H (-1.000, -4.444, 4.532)  0.462
H (-0.987, -3.867, 2.136)  0.448
H (0.912, -2.871, 0.297)  -0.056
H (1.278, -4.961, -0.971)  0.489
H (-0.584, -5.951, -2.278)  0.404
H (-2.778, -4.814, -2.346)  0.435
H (-3.144, -2.736, -1.090)  0.404
H (-3.601, 3.902, -1.251)  0.538
H (-3.721, 4.726, -3.594)  0.438
H (-2.241, 3.748, -5.322)  0.447
H (-0.650, 1.960, -4.728)  0.643
H (1.737, -0.874, -4.079)  0.395
H (1.133, -2.633, -5.691)  0.444
H (-1.223, -3.339, -5.943)  0.401
H (-2.981, -2.281, -4.554)  0.476
H (-2.387, -0.529, -2.930)  0.325
H (2.611, -0.245, -1.516)  0.226
H (4.931, 0.346, -2.121)  0.459
H (5.368, 2.296, -3.588)  0.411
H (3.475, 3.648, -4.430)  0.438
H (1.164, 3.053, -3.857)  0.496
I (-0.307, 5.308, 2.496)  0.082
C (0.158, 5.839, 0.505)  -0.936
I (1.171, 4.357, -0.648)  0.169
H (0.825, 6.687, 0.552)  0.506
H (-0.756, 6.078, -0.020)  0.390



Q: Which of these has the lowest calculated total energy?
A: C47H44AsGeN2O3SW